{
  "formula": "C20H37N9O16S",
  "method": "ωB97M-V with the def2-TZVPD basis set",
  "relative_energy_kj_mol": 38.7,
  "smiles": "C[N+](=O)[O-].C[N+](=O)[O-].C[N+](=O)[O-].C[N+](=O)[O-].C[N+](=O)[O-].C[N+](=O)[O-].O=S1(=O)OCCO1.c1cc[nH]c1.c1cc[nH]c1.c1cc[nH]c1",
  "species": ["C", "N", "O", "O", "H", "H", "H", "C", "N", "O", "O", "H", "H", "H", "C", "N", "O", "O", "H", "H", "H", "C", "N", "O", "O", "H", "H", "H", "C", "N", "O", "O", "H", "H", "H", "C", "N", "O", "O", "H", "H", "H", "O", "S", "O", "O", "C", "C", "O", "H", "H", "H", "H", "C", "C", "C", "N", "C", "H", "H", "H", "H", "H", "C", "C", "C", "N", "C", "H", "H", "H", "H", "H", "C", "C", "C", "N", "C", "H", "H", "H", "H", "H"],
  "xyz": [[3.272983, -0.929916, -4.161456], [3.834253, -0.107546, -3.066786], [3.714323, 1.094884, -3.226556], [4.356773, -0.741316, -2.108286], [3.958323, -1.758246, -4.341096], [3.260713, -0.296966, -5.048776], [2.236853, -1.181206, -3.934776], [2.506113, -5.428476, 3.929604], [2.743313, -5.258276, 2.468514], [2.587003, -6.230116, 1.720974], [3.078013, -4.102916, 2.084814], [2.842403, -4.555976, 4.489734], [2.971593, -6.325036, 4.338994], [1.432963, -5.592166, 4.027884], [-1.216577, 3.102614, -5.428516], [-1.592647, 1.958664, -6.390176], [-2.625427, 1.303644, -6.159906], [-0.702817, 1.649544, -7.186036], [-0.724297, 3.904014, -5.979446], [-0.618157, 2.677014, -4.622996], [-2.124167, 3.531664, -5.003916], [-4.698397, -5.915136, -2.713126], [-3.881877, -6.208016, -3.925226], [-4.081797, -7.262976, -4.486526], [-2.975787, -5.442326, -4.179116], [-5.599627, -5.401146, -3.047336], [-4.173227, -5.235076, -2.042436], [-4.846097, -6.917676, -2.311626], [-0.713067, -9.088116, -1.982046], [-1.588937, -8.543226, -0.854096], [-2.227537, -9.397896, -0.198036], [-1.714887, -7.368706, -0.615186], [-1.235057, -9.036506, -2.937536], [-0.515087, -10.157206, -1.904906], [0.233863, -8.548426, -1.969636], [-2.629297, -0.228046, 3.134344], [-1.445577, -0.417416, 4.049554], [-1.014987, 0.575014, 4.626124], [-0.948097, -1.529776, 4.082784], [-3.458667, 0.200564, 3.696954], [-2.944067, -1.210396, 2.782194], [-2.488687, 0.472054, 2.310824], [5.053973, -0.788936, 5.000824], [6.048673, 0.279734, 5.043634], [7.260763, 0.094464, 5.904254], [6.420113, 0.674454, 3.536194], [5.659693, 1.782694, 3.007334], [5.454563, 2.670764, 4.200024], [5.232933, 1.722014, 5.227664], [6.165153, 2.397514, 2.262604], [4.751433, 1.356974, 2.580824], [4.514523, 3.189004, 4.010684], [6.275643, 3.298954, 4.545444], [-0.629297, 5.073034, 3.437834], [-2.101827, 5.280204, 3.502244], [-2.336967, 6.459804, 4.104144], [-1.172187, 7.090504, 4.411494], [-0.153837, 6.243134, 4.148344], [-0.133387, 4.190534, 3.061444], [-2.828657, 4.562644, 3.151194], [-3.239177, 6.986544, 4.377914], [-0.993677, 7.987934, 4.839104], [0.828443, 6.488664, 4.524184], [-0.620117, 0.045484, -1.267646], [-1.164547, -1.196206, -1.732876], [-0.431347, -2.255356, -1.194716], [0.483503, -1.668156, -0.366746], [0.349383, -0.301746, -0.354766], [-0.984677, 1.014774, -1.574206], [-2.034177, -1.346886, -2.355326], [-0.565367, -3.324256, -1.271526], [1.271613, -2.089266, 0.104054], [1.060003, 0.321644, 0.167554], [-2.645047, 7.077994, -3.276766], [-1.620357, 6.494824, -2.467726], [-2.159147, 5.806934, -1.406776], [-3.488917, 5.797064, -1.651986], [-3.804387, 6.539964, -2.767726], [-2.575367, 7.873394, -4.004006], [-0.579237, 6.711904, -2.655706], [-1.813707, 5.236364, -0.557356], [-4.196967, 5.361204, -1.078576], [-4.802647, 6.806234, -3.082316]],
  "atomic_forces_ev_per_a": [[0.27, 0.13, -0.89], [0.45, -1.14, 1.05], [0.54, -0.65, 1.12], [-1.15, 2.16, -1.98], [-0.48, -0.17, 0.32], [0.00, 0.00, 0.15], [0.27, -0.32, 0.29], [-0.39, -0.23, 0.44], [0.93, 1.26, -1.60], [0.19, 1.55, 1.32], [-0.89, -2.79, 0.81], [-0.13, 0.00, -0.45], [0.25, 0.00, -0.58], [0.00, 0.26, 0.02], [-1.10, 0.15, -0.41], [0.57, -1.14, 1.02], [1.78, 1.53, -0.71], [-1.55, 0.42, 0.63], [0.28, -0.51, -0.05], [0.10, -0.06, -0.36], [-0.08, -0.36, -0.06], [-0.16, -0.07, -0.13], [1.09, 0.13, 0.72], [-0.32, 0.03, -0.28], [-0.16, 0.19, -0.37], [-0.14, -0.43, 0.03], [0.23, -0.32, -0.23], [-0.49, 0.44, 0.32], [0.23, 0.08, 0.00], [-1.74, -2.42, 1.30], [1.32, 0.86, -1.36], [0.87, 0.35, -0.94], [-0.16, 0.80, 0.19], [-0.24, 0.17, 0.92], [-0.32, 0.20, -0.14], [-1.04, -0.31, 0.28], [0.55, 0.71, -0.74], [-0.51, -0.87, -0.33], [-0.37, 0.55, 0.22], [0.25, -0.06, 0.40], [0.33, 0.16, -0.05], [0.84, -0.20, 0.16], [1.75, 1.92, 0.45], [0.01, -0.46, 0.55], [-3.61, 1.15, -2.74], [1.35, -0.28, -0.41], [0.52, 0.10, 0.07], [-0.79, -0.89, 0.24], [0.14, -1.62, 2.06], [0.60, -0.86, -0.27], [-0.16, 0.28, 0.21], [0.15, 0.42, 0.54], [0.03, 0.19, -0.69], [-1.78, 3.19, 2.35], [2.13, -1.39, -0.71], [-1.38, 1.72, 0.29], [0.80, -0.87, 0.44], [0.79, -2.52, -1.95], [0.19, 0.28, 0.23], [-0.07, 0.20, 0.05], [-0.22, -0.32, -0.32], [-0.58, -0.29, 0.01], [0.11, -0.02, -0.41], [-0.66, -1.12, 0.21], [0.23, -0.78, -0.06], [-0.57, 1.51, -0.04], [0.61, 0.35, 0.67], [0.40, 0.16, -0.89], [0.18, 0.03, 0.29], [0.13, 0.18, -0.15], [0.15, 0.16, -0.02], [-0.34, -0.35, -0.06], [-0.07, -0.15, 0.07], [-0.27, -1.24, 1.13], [1.46, 1.27, -0.08], [-0.12, -0.39, -0.97], [-2.03, 0.20, -0.30], [0.08, 0.86, 0.02], [0.15, -0.42, -0.19], [0.10, -0.15, 0.36], [0.48, 0.20, -0.25], [0.30, 0.07, -0.08], [-0.13, -0.43, 0.35]]
}

***

{
  "formula": "C43H97F12N3OP4",
  "method": "ωB97M-V with the def2-TZVPD basis set",
  "total_charge": 2,
  "species": ["C", "N", "C", "C", "C", "C", "O", "H", "H", "H", "H", "H", "H", "H", "H", "H", "H", "H", "H", "H", "H", "C", "C", "N", "C", "C", "N", "C", "C", "H", "H", "H", "H", "H", "H", "H", "H", "H", "H", "H", "C", "C", "C", "C", "P", "C", "C", "C", "C", "C", "C", "C", "C", "C", "C", "C", "C", "H", "H", "H", "H", "H", "H", "H", "H", "H", "H", "H", "H", "H", "H", "H", "H", "H", "H", "H", "H", "H", "H", "H", "H", "H", "H", "H", "H", "H", "H", "H", "H", "H", "H", "H", "H", "C", "C", "C", "C", "P", "C", "C", "C", "C", "C", "C", "C", "C", "C", "C", "C", "C", "H", "H", "H", "H", "H", "H", "H", "H", "H", "H", "H", "H", "H", "H", "H", "H", "H", "H", "H", "H", "H", "H", "H", "H", "H", "H", "H", "H", "H", "H", "H", "H", "H", "H", "H", "H", "P", "F", "F", "F", "F", "F", "F", "P", "F", "F", "F", "F", "F", "F"],
  "xyz": [[0.303613, -2.568008, -4.850969], [0.281170, -3.843384, -4.032919], [1.353976, -3.740961, -2.996952], [-1.013607, -3.877127, -3.288823], [0.378844, -5.116081, -4.820420], [1.353455, -5.193771, -5.970636], [1.022594, -4.272690, -6.988558], [0.110095, -1.806342, -4.100758], [-0.485407, -2.667138, -5.587554], [1.292924, -2.519887, -5.286129], [1.259048, -4.564219, -2.293651], [1.226717, -2.786229, -2.492438], [2.326661, -3.809468, -3.480598], [-1.093012, -3.001414, -2.654353], [-1.051486, -4.803356, -2.714790], [-1.827570, -3.952743, -4.009288], [-0.611474, -5.493906, -5.060826], [0.762405, -5.850164, -4.100730], [1.217558, -6.219376, -6.339980], [2.391992, -5.144606, -5.630355], [1.740208, -4.236035, -7.629210], [2.562606, 1.643208, -5.877869], [1.625918, 0.983757, -4.911104], [0.294132, 0.722188, -5.506620], [-0.914090, 0.686934, -4.848338], [-1.847238, 0.312348, -5.736926], [-1.192934, 0.089742, -6.934184], [0.093997, 0.329591, -6.748801], [-1.749655, -0.524261, -8.143642], [2.930554, 0.998848, -6.683352], [3.463842, 1.971378, -5.365499], [2.094379, 2.523319, -6.319099], [1.532606, 1.592242, -4.011590], [1.957069, 0.006215, -4.544906], [-0.887919, 0.951696, -3.807277], [-2.919407, 0.252372, -5.685693], [0.867301, 0.187893, -7.483756], [-2.075234, 0.273898, -8.810967], [-2.636402, -1.092423, -7.884366], [-0.981170, -1.124088, -8.614388], [-1.226256, -5.494751, 1.542885], [-2.454468, -5.025882, 0.751130], [-3.381698, -4.104697, 1.547311], [-2.687747, -2.773238, 1.834019], [-3.850132, -1.485833, 2.345100], [-4.714811, -2.182623, 3.758068], [-5.446172, -1.207269, 4.686130], [-6.811921, -0.766744, 4.177349], [-7.950914, -1.777764, 4.385713], [-4.996267, -1.090916, 1.015022], [-4.401094, -0.539412, -0.302275], [-3.916804, -1.622289, -1.258325], [-3.644433, -1.092558, -2.653595], [-2.903163, -0.049397, 2.852414], [-1.864237, -0.412459, 3.935689], [-1.606867, 0.781196, 4.867077], [-0.395760, 0.562609, 5.782924], [-1.487613, -5.760184, 2.566087], [-0.463159, -4.711515, 1.540358], [-0.761667, -6.356338, 1.063520], [-3.009050, -5.893132, 0.383353], [-2.122494, -4.507117, -0.158677], [-3.681249, -4.654226, 2.441771], [-4.280420, -3.971531, 0.936610], [-2.273234, -2.384565, 0.906221], [-1.898661, -2.888443, 2.575924], [-3.953538, -2.733185, 4.319495], [-5.419703, -2.941586, 3.403161], [-4.852637, -0.292331, 4.805000], [-5.537135, -1.621422, 5.689994], [-6.788808, -0.475698, 3.122649], [-7.092521, 0.148453, 4.704033], [-7.951845, -2.592773, 3.660928], [-8.895356, -1.245923, 4.287930], [-7.889924, -2.204069, 5.387519], [-5.615631, -0.297016, 1.436201], [-5.577567, -1.983259, 0.774347], [-3.550877, 0.087272, -0.009110], [-5.137490, 0.094765, -0.789090], [-4.723971, -2.363144, -1.369662], [-3.063913, -2.207482, -0.907705], [-3.460444, -1.851313, -3.415242], [-2.866544, -0.331558, -2.722782], [-4.535443, -0.538324, -2.982319], [-3.542402, 0.779046, 3.161080], [-2.385907, 0.289409, 1.946637], [-0.913715, -0.729431, 3.505205], [-2.272072, -1.206645, 4.569345], [-2.477365, 0.928564, 5.520970], [-1.558832, 1.718815, 4.302920], [-0.170734, 1.456533, 6.364728], [0.491580, 0.437924, 5.153707], [-0.555137, -0.292323, 6.433120], [0.158438, 6.145316, 2.731077], [-0.236726, 4.903076, 3.494585], [0.821478, 3.817609, 3.511489], [1.340744, 3.451434, 2.118147], [2.845343, 2.476255, 2.152813], [3.463362, 2.340805, 0.464227], [4.926892, 1.943810, 0.300481], [5.393113, 1.975124, -1.156612], [4.407238, 1.337952, -2.119095], [4.123832, 3.109154, 3.228857], [4.591508, 4.508824, 2.848255], [5.526647, 5.112239, 3.883805], [6.872660, 4.386506, 4.023458], [2.385187, 0.836548, 2.736469], [3.459070, -0.255914, 2.733290], [3.018780, -1.569409, 3.386640], [1.777308, -2.208452, 2.780445], [1.222844, 6.376268, 2.860037], [-0.388916, 7.043274, 3.004429], [0.037621, 5.998288, 1.653613], [-1.199064, 4.507083, 3.147899], [-0.460875, 5.164106, 4.536196], [0.458133, 2.937662, 4.043197], [1.666523, 4.197932, 4.102027], [1.557711, 4.326866, 1.497701], [0.587666, 2.892925, 1.556885], [3.171402, 3.218488, -0.123276], [2.804746, 1.547698, 0.083042], [5.055782, 0.910014, 0.639760], [5.545490, 2.541823, 0.971886], [6.347004, 1.447660, -1.227401], [5.588532, 3.009000, -1.455796], [4.004054, 0.400846, -1.704273], [4.847228, 1.141864, -3.093954], [3.505776, 1.939049, -2.251869], [4.949651, 2.388941, 3.201876], [3.830577, 3.118056, 4.283042], [3.724817, 5.180043, 2.801744], [5.092908, 4.579878, 1.882574], [5.123720, 5.308680, 4.878937], [5.792795, 6.105046, 3.502016], [6.803285, 3.509337, 4.679304], [7.592732, 5.038848, 4.512678], [7.245132, 4.014457, 3.067930], [1.619300, 0.487392, 2.032124], [1.872577, 0.904438, 3.699072], [4.296231, 0.106962, 3.346795], [3.860524, -0.414800, 1.734356], [2.840162, -1.423919, 4.454121], [3.872560, -2.242818, 3.290374], [1.459773, -3.049536, 3.400241], [1.917088, -2.565469, 1.758298], [0.944196, -1.502038, 2.704032], [-0.101053, -0.000258, -0.859863], [1.154847, -0.881091, -0.363572], [-0.471774, -1.091675, -2.047582], [-1.070576, -0.799624, 0.143570], [-1.315308, 0.936666, -1.354952], [0.251532, 1.141999, 0.212822], [0.874214, 0.711504, -1.935131], [1.141881, 4.683790, -2.573642], [1.182377, 3.255211, -1.800871], [2.462356, 5.115622, -1.741425], [2.064395, 4.019617, -3.749169], [1.128136, 6.073719, -3.347326], [-0.178717, 4.171450, -3.383976], [0.184295, 5.265685, -1.413373]],
  "atomic_forces_ev_per_a": [[-0.03, -1.01, 0.75], [-0.46, 0.31, 0.30], [0.32, -0.10, -0.21], [-0.39, -0.65, -0.17], [0.74, -0.80, 0.68], [-0.32, -0.48, -0.31], [0.16, 0.23, 0.11], [0.03, 0.37, -0.37], [0.08, 0.27, -0.19], [-0.05, 0.34, -0.24], [-0.11, 0.00, 0.01], [0.12, -0.01, 0.09], [-0.01, 0.14, -0.02], [-0.04, 0.03, 0.00], [0.15, 0.13, 0.19], [0.02, 0.35, -0.03], [-0.15, 0.54, -0.40], [-0.14, 0.04, -0.01], [0.12, 0.03, 0.02], [-0.01, 0.40, -0.01], [-0.04, -0.11, -0.09], [0.47, 0.07, -0.58], [0.02, -0.38, 0.67], [0.04, -0.06, 0.17], [1.02, 0.65, 0.78], [-0.56, -0.10, -0.62], [-0.17, -0.60, 0.09], [0.47, 0.04, -0.38], [-0.34, 0.98, -0.02], [-0.27, -0.10, 0.02], [-0.13, 0.12, 0.23], [0.06, 0.06, 0.09], [-0.50, 0.20, -0.20], [0.29, 0.09, -0.15], [-0.52, 0.16, 0.20], [0.00, -0.11, 0.19], [-0.04, 0.10, -0.08], [0.12, -0.11, -0.15], [0.15, -0.27, 0.08], [-0.09, -0.18, -0.07], [0.04, 0.32, -0.52], [0.26, -0.29, -0.16], [0.11, -0.56, -0.59], [-0.63, 0.12, -0.18], [0.29, -0.47, 0.19], [-0.41, -0.27, 0.58], [0.16, 0.77, -0.35], [-0.67, 0.00, 0.12], [0.32, 0.26, -0.05], [0.05, 0.32, -0.60], [1.20, -0.24, 0.83], [-0.49, -0.69, -0.55], [-0.52, 1.10, -0.55], [0.61, 0.03, -0.45], [-0.46, 0.64, 0.56], [-0.34, 0.11, 0.59], [0.08, 0.66, -0.93], [0.06, -0.03, 0.04], [-0.04, 0.00, 0.30], [-0.08, -0.09, 0.08], [-0.13, 0.03, 0.22], [-0.01, 0.07, 0.09], [-0.04, 0.29, 0.18], [-0.04, 0.20, 0.15], [0.37, -0.09, 0.10], [0.05, 0.17, 0.02], [0.05, 0.02, -0.08], [0.09, 0.00, -0.14], [0.17, -0.19, 0.07], [-0.03, -0.20, -0.07], [0.16, -0.05, 0.05], [0.08, -0.04, 0.07], [0.08, -0.03, 0.01], [-0.12, -0.17, 0.02], [-0.12, -0.02, 0.00], [-0.32, -0.27, 0.05], [-0.31, 0.09, 0.38], [-0.10, 0.25, -0.45], [-0.08, -0.02, -0.02], [0.02, 0.07, 0.10], [0.09, 0.32, 0.26], [0.07, -0.21, 0.20], [0.29, -0.27, 0.36], [-0.04, -0.27, -0.07], [-0.20, -0.16, 0.09], [-0.03, 0.06, 0.06], [-0.18, -0.18, -0.16], [0.33, -0.19, -0.08], [-0.06, -0.12, -0.19], [0.39, -0.13, -0.11], [-0.28, -0.09, 0.26], [0.00, -0.45, 0.20], [0.20, -0.06, 0.06], [0.52, 0.13, -0.77], [-0.86, 0.05, 0.76], [0.67, 0.30, 0.05], [-0.15, 0.15, 0.03], [-0.08, -0.47, -0.29], [-0.59, -0.39, -0.12], [-0.02, -0.54, 0.17], [0.28, 0.44, -0.03], [-0.80, -0.31, 0.32], [0.48, 0.13, 0.25], [-0.41, 0.69, 0.68], [1.42, 0.66, -0.38], [-0.44, -0.60, 0.58], [-0.53, -0.90, -0.69], [0.56, 0.58, 1.11], [-0.05, 0.05, -0.47], [-0.25, -0.04, -0.17], [-0.06, -0.01, 0.21], [-0.19, -0.12, 0.11], [-0.11, 0.09, 0.05], [0.16, -0.01, -0.33], [0.22, 0.00, -0.02], [-0.04, -0.14, -0.06], [-0.09, -0.01, 0.01], [0.00, 0.08, 0.17], [0.17, -0.10, -0.10], [0.14, 0.18, 0.21], [0.07, 0.09, -0.23], [-0.08, 0.06, 0.12], [0.23, 0.13, -0.34], [0.03, 0.07, 0.11], [-0.06, -0.03, -0.04], [0.36, -0.10, -0.15], [0.08, 0.00, -0.03], [0.12, 0.30, -0.14], [-0.03, 0.03, -0.20], [-0.39, -0.06, -0.12], [-0.05, -0.15, -0.20], [-0.11, -0.33, -0.11], [-0.47, -0.33, -0.12], [-0.24, 0.02, 0.04], [-0.11, 0.03, -0.09], [0.17, 0.03, -0.26], [0.15, 0.30, -0.07], [-0.12, 0.37, 0.01], [0.26, 0.18, 0.11], [0.08, -0.10, -0.23], [-0.22, -0.09, -0.12], [0.10, 0.15, 0.02], [-0.10, -0.16, 0.17], [-0.07, 0.00, -0.09], [0.24, -0.03, 0.02], [0.04, -0.03, 0.21], [0.82, 1.69, -1.21], [-0.19, -0.49, 0.08], [-0.01, -0.41, 0.25], [-0.10, 0.04, 0.31], [-0.40, -0.52, -0.11], [-0.02, -0.46, 0.69], [-0.03, -0.34, -0.05], [-0.48, -0.19, -0.12], [0.07, -0.32, 0.24], [0.16, 0.06, -0.01], [0.26, -0.02, -0.02], [0.01, 0.05, -0.02], [0.04, -0.01, -0.08], [0.11, 0.12, 0.14]]
}

***

Kohn-Sham gap? In order: 8.38 10.09 eV.
DFT total energy? In order: -2878.379798 -4499.929370 Eh.
HOMO energy? In order: -8.411 -14.207 eV.